Entry 1:
Entry from OMol25: the ion C22H20Br2N3 with charge +1 (ωB97M-V/def2-TZVPD).

For the largest force on an atom, the calculation gives 4.38 eV Å⁻¹. For the molar mass, the calculation gives 486.2 g/mol. The net charge is +1. The total energy comes out at -6162.42177 Ha. The value obtained for the HOMO energy is -0.390 Ha. As for the structure (SMILES): Cc1ccc([C@H](c2c(C)[nH]c3ccccc23)[n+]2cc(Br)c(N)c(Br)c2)cc1. The energy above the lowest of the compared OMol25 structures with the same formula, charge and spin is 16.2 kJ/mol. As for the multiplicity: 1.

Each line ends with the natural charge from an NBO analysis.
Atoms and positions in Å:
C (-3.202, -1.767, 2.234)  -0.66
C (-1.759, -1.570, 2.424)  0.24
N (-1.374, -0.648, 3.353)  -0.52
C (-0.005, -0.502, 3.345)  0.13
C (0.516, -1.396, 2.367)  -0.02
C (1.907, -1.257, 2.164)  -0.22
C (2.670, -0.395, 2.989)  -0.23
C (2.111, 0.315, 4.059)  -0.20
C (0.727, 0.272, 4.248)  -0.24
C (-0.654, -2.154, 1.808)  -0.22
C (-0.747, -3.100, 0.642)  -0.10
C (0.396, -2.724, -0.399)  0.04
C (0.959, -1.444, -0.689)  -0.22
C (2.004, -1.310, -1.624)  -0.21
C (2.517, -2.417, -2.314)  0.01
C (3.719, -2.349, -3.213)  -0.64
C (1.893, -3.646, -2.084)  -0.21
C (0.838, -3.779, -1.178)  -0.24
H (-3.443, -2.196, 1.255)  0.22
H (-3.508, -2.458, 3.020)  0.23
H (-3.785, -0.852, 2.367)  0.24
H (-2.007, -0.234, 4.029)  0.42
H (2.402, -1.844, 1.389)  0.22
H (3.749, -0.298, 2.823)  0.22
H (2.730, 0.906, 4.727)  0.23
H (0.219, 0.785, 5.065)  0.22
H (-1.648, -2.808, 0.053)  0.24
H (0.562, -0.514, -0.266)  0.23
H (2.467, -0.334, -1.807)  0.23
H (3.884, -3.343, -3.662)  0.22
H (3.616, -1.635, -4.046)  0.23
H (4.642, -2.087, -2.669)  0.23
H (2.263, -4.543, -2.583)  0.22
H (0.306, -4.726, -1.137)  0.19
Br (0.289, -6.942, 4.230)  0.14
C (-0.459, -6.371, 2.570)  -0.16
C (-1.207, -7.297, 1.810)  0.20
N (-1.398, -8.562, 2.226)  -0.73
C (-1.785, -6.767, 0.631)  -0.15
Br (-2.883, -8.006, -0.383)  0.13
C (-1.603, -5.417, 0.264)  0.07
N (-0.844, -4.499, 1.011)  -0.31
C (-0.297, -5.031, 2.179)  0.09
H (-1.957, -9.223, 1.712)  0.43
H (-1.010, -8.899, 3.093)  0.43
H (-2.095, -5.082, -0.683)  0.26
H (0.282, -4.310, 2.785)  0.28

Entry 2:
Entry from OMol25: a structure of composition C45H39Cl2N7O2SSn (ωB97M-V/def2-TZVPD).

For the largest force on an atom, the calculation gives 0.41 eV Å⁻¹. For the molar mass, the calculation gives 931.5 g/mol. The net charge is +2. The total energy comes out at -3804.42543 Ha. The value obtained for the HOMO energy is -0.490 Ha. The energy above the lowest of the compared OMol25 structures with the same formula, charge and spin is 0.0 kJ/mol. As for the multiplicity: 1.

Each line ends with the Löwdin charge.
Atoms and positions in Å:
Sn (0.284, -0.524, 0.067)  1.44
Cl (3.688, 0.250, 6.451)  0.81
C (2.502, -0.301, 5.370)  -0.63
C (2.819, -0.494, 4.075)  -0.03
C (1.836, -0.956, 3.135)  -0.16
N (2.059, -1.178, 1.879)  0.08
C (3.372, -1.315, 1.414)  -0.41
O (4.244, -1.894, 2.006)  0.15
C (3.620, -0.735, 0.052)  -0.18
C (4.934, -0.596, -0.357)  0.04
C (5.193, -0.022, -1.592)  0.00
C (4.126, 0.380, -2.375)  -0.02
C (2.841, 0.193, -1.897)  -0.16
N (2.580, -0.345, -0.705)  0.00
C (0.444, -1.225, 3.650)  -0.18
C (0.174, -0.972, 5.056)  -0.02
C (1.138, -0.541, 5.877)  -0.65
Cl (0.807, -0.249, 7.523)  0.78
N (-0.401, -1.691, 2.814)  0.17
C (-1.591, -2.307, 3.270)  -0.40
O (-1.568, -3.129, 4.149)  0.15
C (-2.857, -1.951, 2.553)  -0.21
C (-4.055, -2.235, 3.195)  0.02
C (-5.237, -1.940, 2.538)  -0.02
C (-5.169, -1.403, 1.263)  -0.03
C (-3.921, -1.155, 0.711)  -0.15
N (-2.774, -1.401, 1.341)  0.09
H (3.829, -0.310, 3.743)  0.12
H (5.723, -0.938, 0.297)  0.14
H (6.211, 0.110, -1.934)  0.13
H (4.279, 0.826, -3.348)  0.13
H (1.979, 0.469, -2.484)  0.08
H (-0.818, -1.151, 5.440)  0.12
H (-4.040, -2.691, 4.175)  0.13
H (-6.192, -2.132, 3.009)  0.12
H (-6.064, -1.178, 0.700)  0.12
H (-3.838, -0.740, -0.286)  0.10
C (1.627, 3.183, -3.167)  -0.03
C (0.576, 3.537, -2.145)  -0.21
C (0.530, 4.861, -1.707)  -0.04
C (-0.388, 5.283, -0.765)  -0.06
C (-1.306, 4.377, -0.257)  -0.03
C (-1.300, 3.052, -0.666)  -0.22
C (-2.365, 2.113, -0.177)  -0.04
C (-0.336, 2.631, -1.593)  -0.22
N (-0.297, 1.225, -1.897)  0.07
C (-0.649, 0.777, -3.038)  -0.25
C (-1.218, 1.610, -4.145)  0.01
C (-0.524, -0.720, -3.291)  -0.26
C (-0.902, -1.247, -4.640)  0.02
N (-0.112, -1.439, -2.331)  0.01
C (0.027, -2.867, -2.415)  -0.23
C (1.243, -3.423, -2.828)  -0.20
C (2.350, -2.615, -3.455)  -0.03
C (1.408, -4.798, -2.708)  -0.03
C (0.400, -5.602, -2.204)  -0.05
C (-0.817, -5.037, -1.865)  -0.03
C (-1.032, -3.667, -1.975)  -0.21
C (-2.403, -3.113, -1.697)  -0.03
H (1.760, 4.014, -3.858)  0.10
H (1.383, 2.304, -3.762)  0.06
H (2.591, 3.013, -2.687)  0.08
H (1.230, 5.570, -2.132)  0.12
H (-0.406, 6.316, -0.447)  0.12
H (-2.056, 4.702, 0.454)  0.12
H (-2.941, 2.568, 0.627)  0.09
H (-1.954, 1.173, 0.198)  0.00
H (-3.059, 1.862, -0.983)  0.09
H (-1.247, 2.662, -3.876)  0.09
H (-2.234, 1.278, -4.370)  0.11
H (-0.639, 1.492, -5.062)  0.10
H (-0.251, -0.830, -5.411)  0.11
H (-1.924, -0.966, -4.896)  0.10
H (-0.818, -2.331, -4.662)  0.10
H (2.066, -1.580, -3.632)  0.05
H (2.621, -3.050, -4.417)  0.10
H (3.250, -2.623, -2.835)  0.09
H (2.342, -5.242, -3.032)  0.12
H (0.554, -6.667, -2.098)  0.12
H (-1.628, -5.665, -1.517)  0.12
H (-3.112, -3.502, -2.431)  0.10
H (-2.435, -2.026, -1.747)  0.05
H (-2.759, -3.416, -0.713)  0.08
S (1.759, 3.812, 1.996)  1.14
C (1.662, 2.352, 1.119)  -0.46
N (0.668, 1.564, 1.407)  -0.07
C (-0.132, 2.126, 2.399)  -0.32
C (-1.295, 1.568, 2.938)  -0.04
C (-1.965, 2.267, 3.917)  -0.05
C (-1.497, 3.509, 4.372)  -0.05
C (-0.355, 4.073, 3.849)  -0.06
C (0.321, 3.369, 2.852)  -0.45
H (2.400, 2.115, 0.365)  0.08
H (-1.660, 0.616, 2.577)  0.08
H (-2.871, 1.855, 4.343)  0.12
H (-2.043, 4.034, 5.144)  0.12
H (0.008, 5.030, 4.200)  0.12

Entry 3:
Entry from OMol25: a cluster of 2 separate species, CH5N3S2 in total (ωB97M-V/def2-TZVPD).

For the largest force on an atom, the calculation gives 3.81 eV Å⁻¹. For the molar mass, the calculation gives 123.2 g/mol. The total energy comes out at -1001.56004 Ha. The value obtained for the HOMO energy (alpha / beta) is -0.276 / -0.281 Ha. The energy above the lowest of the compared OMol25 structures with the same formula, charge and spin is 412.8 kJ/mol. As for the multiplicity: 1.

Each line ends with the natural charge from an NBO analysis.
Atoms and positions in Å:
C (1.269, -0.439, -0.099)  -0.58
N (-1.499, -1.344, -0.071)  -0.54
N (0.991, 1.932, -0.385)  -0.98
N (-1.360, -0.059, -0.105)  -0.46
S (1.216, -2.041, 0.003)  0.04
S (2.166, 0.860, 0.163)  0.64
H (-1.703, -1.633, -1.119)  0.40
H (-1.005, -1.964, 0.684)  0.40
H (0.128, 1.474, -0.115)  0.40
H (1.188, 2.838, 0.175)  0.36
H (-1.390, 0.375, 0.869)  0.31

Entry 4:
Entry from OMol25: a structure of composition C20H24IrN4O3S6 (ωB97M-V/def2-TZVPD).

For the largest force on an atom, the calculation gives 0.67 eV Å⁻¹. For the molar mass, the calculation gives 753.1 g/mol. The net charge is +2. The total energy comes out at -3713.93934 Ha. The value obtained for the HOMO energy (alpha / beta) is -0.457 / -0.515 Ha. The expectation value of S² is 8.79. As for the multiplicity: 6.

Each line ends with the Löwdin spin population.
Atoms and positions in Å:
Ir (1.425, -0.483, -0.288)  2.27
C (4.040, -2.804, -0.366)  0.01
C (4.883, -1.598, 0.020)  0.01
S (3.904, -0.248, 0.732)  0.12
C (4.496, 1.188, -0.194)  0.01
C (4.313, 1.133, -1.704)  0.02
S (2.593, 0.830, -2.205)  0.10
C (2.775, -0.500, -3.425)  0.01
C (3.427, -1.784, -2.933)  0.01
S (2.632, -2.493, -1.461)  0.09
H (4.668, -3.559, -0.841)  0.00
H (3.587, -3.263, 0.513)  0.00
H (5.603, -1.907, 0.777)  0.00
H (5.452, -1.217, -0.826)  0.00
H (3.947, 2.027, 0.236)  0.00
H (5.551, 1.333, 0.042)  0.00
H (4.605, 2.087, -2.140)  0.00
H (4.935, 0.364, -2.158)  0.00
H (1.755, -0.689, -3.765)  0.00
H (3.331, -0.106, -4.276)  0.00
H (3.363, -2.527, -3.728)  0.00
H (4.484, -1.643, -2.717)  0.00
O (0.847, 1.244, 1.090)  0.09
N (0.798, 0.535, 2.154)  0.00
O (0.449, 0.984, 3.206)  0.01
O (1.139, -0.683, 1.999)  0.10
S (-5.524, 3.529, -0.693)  0.73
C (-3.953, 2.919, -0.798)  0.10
S (-3.323, 2.164, -2.190)  0.03
C (-1.931, 1.672, -1.235)  0.05
N (-1.964, 2.121, -0.008)  0.17
N (-3.069, 2.838, 0.215)  0.07
C (-3.259, 3.436, 1.507)  0.04
C (-3.985, 4.617, 1.602)  0.06
C (-4.245, 5.149, 2.859)  0.01
C (-3.731, 4.529, 3.985)  0.01
C (-2.953, 3.379, 3.862)  0.03
C (-2.707, 2.821, 2.620)  0.00
S (-0.668, 0.738, -1.864)  0.69
H (-4.245, 5.201, 0.723)  0.01
H (-4.807, 6.068, 2.944)  0.00
H (-3.914, 4.955, 4.962)  0.00
H (-2.540, 2.907, 4.742)  0.00
H (-2.111, 1.926, 2.519)  0.00
C (-3.710, -4.634, -0.224)  0.00
C (-2.557, -3.679, -0.242)  0.00
C (-2.254, -2.865, 0.842)  0.00
C (-1.161, -2.020, 0.796)  0.01
N (-0.351, -1.939, -0.269)  0.10
C (-0.652, -2.708, -1.328)  0.02
C (-1.722, -3.573, -1.354)  0.00
H (-4.333, -4.494, 0.656)  0.00
H (-3.344, -5.662, -0.222)  0.00
H (-4.327, -4.514, -1.115)  0.00
H (-2.857, -2.894, 1.740)  0.00
H (-0.903, -1.412, 1.649)  0.00
H (0.000, -2.626, -2.187)  0.00
H (-1.900, -4.171, -2.238)  0.00

> Number 3 is which compound?

CH5N3S2